[1]
{
  "formula": "C3H10NO2P",
  "method": "ωB97M-V with the def2-TZVPD basis set",
  "spin_multiplicity": 1,
  "relative_energy_ev": 4.067,
  "homo_energy_ev": -8.515,
  "lumo_ev": 0.4,
  "gap_ev": 8.9,
  "fmax_ev_per_a": 3.4,
  "e_tot_ev": -18145.8270,
  "elements": ["C", "C", "C", "N", "O", "O", "P", "H", "H", "H", "H", "H", "H", "H", "H", "H", "H"],
  "coordinates": [[1.0643, 0.3952, 0.5643], [-0.5997, -1.2451, 1.2738], [-0.3074, 0.2874, -3.1352], [0.4681, -0.8917, 0.3335], [-1.1914, -1.8642, -1.5567], [-1.6354, 0.4347, -0.7528], [-0.6590, -0.5328, -1.6063], [1.7943, 0.4970, 1.3651], [1.4263, 0.6963, -0.4695], [0.1838, 1.0704, 0.7369], [-0.8683, -0.2796, 1.6521], [-1.3704, -1.6586, 0.6326], [-0.2805, -1.9691, 2.0376], [0.4171, -0.2533, -3.6554], [0.1335, 1.2881, -2.9740], [1.1247, -1.6590, 0.3209], [-1.7692, 1.3131, -1.2475]],
  "nbo_charge": [-0.44, -0.43, -1.05, -0.61, -1.10, -1.02, 2.05, 0.20, 0.21, 0.21, 0.20, 0.25, 0.20, 0.21, 0.20, 0.40, 0.52]
}

---

[2]
{
  "formula": "H2N2O3Si",
  "method": "ωB97M-V with the def2-TZVPD basis set",
  "spin_multiplicity": 3,
  "relative_energy_ev": 2.095,
  "homo_energy_ev": [-8.723, -10.325],
  "s_squared": 2.02,
  "lumo_ev": [0.4, -3.6],
  "gap_ev": [9.1, 6.8],
  "fmax_ev_per_a": 10.3,
  "e_tot_ev": -17024.2855,
  "elements": ["N", "N", "O", "O", "O", "Si", "H", "H"],
  "coordinates": [[-1.0411, 1.6641, -2.5716], [-0.0564, 2.2576, -2.4579], [-2.0499, 1.7037, -3.1341], [0.9142, 2.4028, -1.7644], [-0.6275, 0.4177, -0.3473], [0.3123, 1.4752, 0.2285], [1.6544, 1.3010, 1.0140], [0.2406, 2.8552, 0.4120]],
  "nbo_charge": [0.31, 0.18, -0.13, -0.26, -1.19, 1.58, -0.23, -0.26]
}

---

[3]
{
  "formula": "C9H14",
  "method": "ωB97M-V with the def2-TZVPD basis set",
  "spin_multiplicity": 1,
  "relative_energy_ev": 0.490,
  "homo_energy_ev": -9.000,
  "lumo_ev": 1.0,
  "gap_ev": 10.0,
  "fmax_ev_per_a": 1.9,
  "e_tot_ev": -9559.6912,
  "smiles": "Cc1ccccc1.CC",
  "elements": ["C", "C", "C", "C", "C", "C", "C", "H", "H", "H", "H", "H", "H", "H", "H", "C", "C", "H", "H", "H", "H", "H", "H"],
  "coordinates": [[-3.7608, 0.0009, -1.7039], [-2.3230, 0.1328, -1.2882], [-1.3908, 0.5006, -2.2542], [-0.0698, 0.7139, -1.8844], [0.2725, 0.7456, -0.5347], [-0.6482, 0.2824, 0.3870], [-1.9437, -0.0805, 0.0274], [-4.2530, 0.9754, -1.7210], [-4.4264, -0.5013, -0.9978], [-3.9375, -0.4592, -2.6719], [-1.7373, 0.6051, -3.2757], [0.7124, 0.8342, -2.6195], [1.3074, 0.9992, -0.3446], [-0.3046, 0.1840, 1.4082], [-2.6178, -0.4986, 0.7636], [2.6704, -0.0636, 1.7072], [3.6133, -1.0108, 2.4281], [2.1470, -0.6288, 0.9438], [1.9550, 0.4532, 2.3447], [3.2534, 0.7247, 1.2238], [4.1547, -0.5995, 3.2966], [4.2887, -1.5504, 1.7736], [3.0382, -1.7593, 2.9917]],
  "nbo_charge": [-0.63, -0.02, -0.22, -0.19, -0.23, -0.20, -0.21, 0.22, 0.22, 0.22, 0.21, 0.21, 0.22, 0.21, 0.21, -0.61, -0.61, 0.21, 0.20, 0.20, 0.20, 0.21, 0.20]
}